Below is an isolated molecule of C22H30N2O2, with properties calculated with ωB97M-V/def2-TZVPD.

Results
- LUMO level (Eh) = 0.0280
- structure (SMILES) = c1ccc(COCCN2CCN(CCOCc3ccccc3)CC2)cc1
- energy above the lowest of the compared OMol25 structures with the same formula, charge and spin (kJ/mol) = 284.7
- largest force on an atom (Eh/bohr) = 0.008
- HOMO (eV) = -7.99

Structure (ORCA input):
```
! wB97M-V def2-TZVPD RIJCOSX def2/J DEFGRID3
* xyz 0 1
C 2.1850 2.3520 3.5351
C 2.4066 0.9847 3.5352
C 3.0466 0.3856 2.4654
C 3.4649 1.1456 1.3803
C 4.1761 0.4821 0.2246
O 3.7147 -0.8172 -0.0641
C 2.4127 -0.8480 -0.6033
C 2.0668 -2.3196 -0.8880
N 0.7338 -2.5900 -1.3712
C 0.4357 -2.0274 -2.6747
C -0.8997 -2.5963 -3.1761
N -2.0060 -2.3558 -2.2649
C -2.4413 -0.9678 -2.2767
C -3.7028 -0.7476 -1.4372
O -4.3030 0.5158 -1.6318
C -3.4707 1.6438 -1.4160
C -2.6391 1.5759 -0.1599
C -1.2644 1.7700 -0.2033
C -0.5014 1.6629 0.9468
C -1.1053 1.3473 2.1516
C -2.4761 1.1587 2.2057
C -3.2393 1.2780 1.0579
C -1.6379 -2.8829 -0.9618
C -0.3254 -2.3015 -0.4222
C 3.2331 2.5147 1.3828
C 2.6005 3.1159 2.4577
H 1.6885 2.8225 4.3711
H 2.0842 0.3834 4.3730
H 3.2266 -0.6795 2.4568
H 5.2355 0.3557 0.4750
H 4.1066 1.1198 -0.6715
H 2.3800 -0.2544 -1.5310
H 1.6922 -0.4165 0.1071
H 2.7794 -2.7024 -1.6234
H 2.2098 -2.8805 0.0393
H 1.2330 -2.3129 -3.3646
H 0.3805 -0.9249 -2.6523
H -1.1423 -2.1722 -4.1525
H -0.7984 -3.6797 -3.2805
H -1.6612 -0.2772 -1.9226
H -2.6760 -0.7144 -3.3153
H -4.4675 -1.4708 -1.7283
H -3.4713 -0.8832 -0.3719
H -4.1700 2.4851 -1.3576
H -2.8163 1.8060 -2.2853
H -0.7873 2.0137 -1.1434
H 0.5661 1.8223 0.9055
H -0.5040 1.2528 3.0432
H -2.9526 0.9183 3.1449
H -4.3095 1.1331 1.0938
H -2.4464 -2.7106 -0.2525
H -1.5126 -3.9621 -1.0851
H -0.0784 -2.7807 0.5276
H -0.4496 -1.2202 -0.2354
H 3.5514 3.1129 0.5402
H 2.4257 4.1817 2.4507
*
```